{
  "formula": "C2H5IN2OS",
  "method": "the ωB97M-V functional and the def2-TZVPD basis",
  "elements": ["C", "C", "N", "N", "O", "S", "I", "H", "H", "H", "H", "H"],
  "coordinates": [[2.152912, 0.237250, -0.359564], [-1.143677, -0.415705, 0.821400], [1.376169, 0.358689, 0.608744], [-1.875686, -0.643809, -0.347708], [-0.507627, 1.510959, -0.755832], [-0.141740, 1.189880, 0.615835], [3.905974, -1.029812, -0.256028], [1.936397, 0.560117, -1.355015], [-1.565202, -0.317426, 1.783807], [-0.208134, -1.006384, 0.956616], [-2.595315, -0.050588, -0.460643], [-1.334072, -0.393170, -1.251611]],
  "forces_ev_per_a": [[4.23, -0.48, -3.49], [2.76, 0.03, -0.31], [-2.81, 1.38, 3.54], [3.27, -2.11, -1.73], [0.26, 0.67, -1.12], [0.25, -0.45, 0.94], [-1.01, 0.13, 0.06], [0.05, 0.13, -0.53], [-1.51, -0.19, 0.66], [-1.40, -0.53, -0.39], [-3.57, 2.39, 0.15], [-0.52, -0.97, 2.23]],
  "s_squared": 2.013,
  "total_charge": 0,
  "multiplicity": 3,
  "mol_weight_g_mol": 232.05,
  "homo_lumo_gap_ha": [0.2171, 0.2087],
  "e_homo_ev": [-5.775, -9.314]
}

{
  "formula": "C17H41BrClFN3O7P4S",
  "method": "the ωB97M-V functional and the def2-TZVPD basis",
  "elements": ["C", "C", "C", "C", "C", "C", "F", "O", "C", "P", "N", "O", "C", "P", "O", "N", "Cl", "P", "O", "O", "S", "P", "C", "O", "C", "Br", "C", "C", "H", "H", "H", "H", "H", "H", "H", "H", "H", "H", "H", "H", "H", "H", "H", "H", "H", "H", "H", "H", "H", "H", "H", "H", "H", "H", "H", "C", "N", "C", "C", "C", "C", "O", "H", "H", "H", "H", "H", "H", "H", "H", "H", "H", "H", "H", "H", "H"],
  "coordinates": [[4.330730, 1.450941, 0.580564], [3.135472, 1.222908, 0.018695], [2.691455, 1.521667, -1.405993], [2.863583, 0.366768, -2.409519], [2.761212, -1.054230, -1.827421], [4.090533, -1.788122, -1.852710], [4.327036, -2.291028, -3.124892], [1.304913, 1.949897, -1.394265], [0.333389, 1.086481, -0.864245], [-0.503846, 0.448738, -2.444296], [-2.115093, -0.064681, -2.096958], [-0.786182, 1.873989, -3.208048], [-0.526983, 1.814787, 0.233178], [-1.761567, 3.002669, -0.448248], [-2.541230, 3.694453, 0.597161], [0.444615, 2.419901, 1.221069], [0.471118, 1.912319, 2.859475], [0.855653, 4.079999, 1.257860], [0.806517, 4.550556, -0.266795], [2.419419, 3.993846, 1.657651], [-0.074212, 5.228208, 2.464610], [-1.547316, 0.490515, 1.187050], [-3.321007, 0.683591, 0.785870], [-1.122079, -0.951771, 0.479125], [3.459651, 2.780278, -1.875603], [2.493378, 3.622797, -3.385394], [4.897009, 2.531952, -2.363804], [5.799408, 3.723905, -2.015750], [4.438316, 1.866112, 1.576030], [5.257529, 1.269984, 0.045427], [2.380467, 0.750092, 0.638214], [2.108529, 0.472730, -3.187657], [3.810047, 0.425279, -2.942803], [2.414451, -1.091225, -0.793562], [2.065784, -1.655758, -2.415731], [4.900712, -1.092958, -1.615481], [4.130199, -2.604204, -1.131136], [0.738100, 0.194635, -0.386338], [-2.199136, -1.003635, -2.469144], [-2.765010, 0.504121, -2.636199], [-0.158132, 1.925773, -3.938278], [-2.572536, 2.188361, -1.248993], [-1.127941, 3.862193, -1.347666], [1.439368, 5.260988, -0.428574], [2.963980, 4.547408, 1.087946], [-3.791470, -0.222793, 1.183583], [-3.708424, 1.519355, 1.364448], [-3.594663, 0.753741, -0.263470], [-1.928022, -1.336683, 0.110453], [3.433526, 3.527893, -1.091851], [4.861718, 2.457270, -3.447251], [5.271335, 1.604540, -1.941013], [5.229802, 4.652076, -2.030948], [6.604677, 3.815368, -2.741417], [6.243954, 3.579737, -1.031211], [-2.392624, -3.711157, 2.974596], [-3.847643, -4.092132, 2.895501], [-4.509678, -3.624538, 4.154840], [-3.968038, -5.574891, 2.799639], [-4.555158, -3.410239, 1.745510], [-4.094561, -3.753587, 0.346131], [-2.728715, -3.394259, 0.211882], [-2.029819, -4.011384, 3.955297], [-1.839199, -4.236304, 2.207904], [-2.296644, -2.635558, 2.851299], [-4.026464, -4.108410, 4.998901], [-5.562288, -3.894733, 4.121412], [-4.397431, -2.545672, 4.226570], [-3.439838, -5.920353, 1.916308], [-5.021175, -5.840506, 2.740100], [-3.520927, -6.014051, 3.687652], [-4.431974, -2.342509, 1.925705], [-5.609232, -3.670410, 1.839629], [-4.716339, -3.175552, -0.343725], [-4.239106, -4.811780, 0.111269], [-2.405887, -3.703710, -0.642162]],
  "forces_ev_per_a": [[0.19, -0.04, -0.44], [0.09, -0.33, 0.14], [0.46, -0.51, -0.73], [-0.33, -0.52, -0.11], [0.25, -0.34, -0.06], [0.02, 0.41, 0.28], [0.06, -0.04, -0.05], [0.50, -0.27, 0.73], [-1.31, 0.20, 0.16], [0.90, -0.67, -0.14], [-0.10, 0.17, -0.28], [-0.31, -0.19, 0.08], [0.40, -0.57, -0.25], [-0.30, 0.63, 0.14], [-0.08, -0.08, 0.30], [-0.57, 0.63, -1.00], [0.21, -0.22, 0.08], [-0.06, 0.92, 1.55], [0.40, -0.62, -0.12], [-0.05, -0.24, -0.58], [-0.06, -0.14, -0.15], [0.23, 0.17, 1.19], [-0.11, -0.31, -0.27], [-0.37, 0.18, -0.05], [-0.18, -0.44, -0.55], [0.05, 0.14, 0.10], [-0.28, 0.83, 0.11], [0.06, -0.45, 0.01], [-0.16, -1.29, 0.58], [0.02, 1.21, -0.35], [-0.50, 1.26, 0.40], [-0.02, 0.20, 0.01], [0.10, 0.17, 0.12], [-0.10, 0.20, 0.00], [-0.12, 0.03, 0.05], [0.10, -0.08, -0.01], [-0.08, -0.18, -0.15], [0.20, 0.02, -0.10], [-0.02, -0.01, -0.04], [-0.08, 0.08, 0.18], [-0.02, 0.34, -0.01], [0.34, -0.07, -0.25], [0.11, -0.25, -0.17], [-0.26, 0.18, -0.21], [0.22, -0.03, 0.16], [0.05, -0.03, 0.07], [0.06, 0.15, -0.09], [-0.03, 0.09, 0.05], [0.23, -0.18, -0.36], [-0.07, 0.00, 0.08], [0.05, -0.42, -0.01], [0.17, -0.03, -0.10], [0.03, 0.07, -0.01], [0.09, 0.03, 0.05], [-0.03, 0.20, 0.07], [0.01, -0.13, 0.20], [0.13, 0.06, -0.04], [-0.06, -0.05, -0.06], [-0.02, 0.03, -0.02], [0.02, 0.05, -0.01], [0.22, -0.13, -0.01], [-0.09, 0.01, -0.20], [-0.03, 0.03, 0.02], [-0.02, 0.12, -0.11], [0.03, 0.00, -0.05], [0.00, 0.01, 0.01], [-0.01, 0.02, 0.01], [0.00, 0.00, 0.02], [0.01, 0.00, 0.00], [0.00, -0.02, 0.02], [0.00, -0.01, 0.00], [-0.04, 0.01, -0.03], [-0.02, 0.07, 0.02], [-0.11, -0.01, 0.08], [-0.08, 0.00, 0.07], [0.04, 0.02, 0.01]],
  "total_charge": 1,
  "mol_weight_g_mol": 689.85,
  "homo_lumo_gap_ha": 0.2613,
  "e_homo_ev": -9.902
}